DFT (wB97M-V/def2-TZVPD) results for a cluster of 7 separate species, C18H52N2O7 in total at a distorted geometry.

XYZ file:
```
79
Properties=species:S:1:pos:R:3:mulliken_charge:R:1
C 4.28 2.28 16.19 -0.41
O 5.49 2.67 16.77 -0.37
C 5.44 2.40 18.21 -0.36
C 6.87 2.74 18.78 0.42
C 6.85 2.56 20.35 -1.40
N 7.16 4.15 18.57 -0.62
H 4.31 2.40 15.11 0.28
H 3.44 2.82 16.63 0.00
H 4.13 1.22 16.38 0.37
H 4.73 3.09 18.65 -0.17
H 5.16 1.40 18.52 0.42
H 7.69 2.21 18.29 0.39
H 7.81 2.91 20.74 0.38
H 6.70 1.56 20.76 0.38
H 6.09 3.20 20.80 0.30
H 6.84 4.56 17.71 0.16
H 8.17 4.25 18.56 0.24
C -3.46 4.64 19.34 -0.43
O -3.32 5.75 18.44 -0.45
C -1.98 6.31 18.28 0.13
C -1.62 7.45 19.28 0.35
C -2.69 8.53 19.37 -1.65
N -0.38 8.05 18.86 -0.56
H -3.10 4.91 20.33 0.27
H -2.85 3.78 19.06 0.06
H -4.49 4.28 19.31 0.31
H -1.21 5.55 18.40 -0.17
H -1.92 6.73 17.27 0.32
H -1.47 7.03 20.27 0.21
H -2.47 9.34 20.07 0.44
H -3.56 7.97 19.72 0.38
H -2.91 9.04 18.44 0.35
H -0.50 8.28 17.88 0.25
H -0.26 8.97 19.25 0.24
C 0.68 5.77 13.76 -1.15
C 0.83 4.34 14.27 0.49
O 0.18 3.51 13.42 -0.59
H 0.96 6.54 14.48 0.23
H -0.37 5.96 13.56 0.42
H 1.14 5.95 12.79 0.31
H 0.39 4.17 15.26 -0.14
H 1.89 4.10 14.38 0.11
H -0.77 3.60 13.57 0.36
C 0.89 1.82 18.93 -0.82
C -0.45 2.49 19.07 -0.21
O -0.44 3.36 20.18 -0.58
H 1.64 2.56 18.62 -0.14
H 0.84 1.00 18.20 0.37
H 1.13 1.29 19.85 0.37
H -1.27 1.78 19.11 0.53
H -0.61 3.06 18.15 0.11
H 0.14 4.11 20.06 0.43
C 1.70 5.27 17.50 0.17
C 2.20 5.79 18.88 0.18
O 1.02 5.81 19.74 -0.66
H 2.38 5.45 16.66 0.37
H 0.78 5.82 17.32 -0.03
H 1.55 4.19 17.48 -0.40
H 2.68 6.76 18.84 0.28
H 2.93 5.01 19.11 -0.49
H 0.52 6.56 19.41 0.32
C 5.21 7.56 21.50 -1.40
C 5.37 6.42 20.53 0.47
O 6.70 5.99 20.58 -0.59
H 4.24 8.02 21.71 0.35
H 5.74 8.41 21.07 0.33
H 5.69 7.29 22.44 0.33
H 5.08 6.77 19.53 0.12
H 4.76 5.57 20.82 0.10
H 6.85 5.28 19.95 0.38
C 4.10 7.39 14.32 -0.51
C 5.32 6.69 13.83 -0.21
O 5.68 7.23 12.53 -0.55
H 4.08 8.48 14.28 0.38
H 3.91 7.09 15.35 0.10
H 3.25 7.10 13.70 0.00
H 5.20 5.63 13.59 0.23
H 6.15 6.77 14.53 0.26
H 6.37 6.66 12.17 0.29
```

Computed properties:
highest occupied orbital energy = -9.528 eV
HOMO-LUMO gap = 10.009 eV
E_LUMO = 0.480 eV
2S+1 = 1
relative energy (zero: lowest compared OMol25 entry of this formula, charge and spin) = 0.809 eV